(1)
{"formula": "C39H66HgN2O21", "method": "ωB97M-V with the def2-TZVPD basis set", "homo_lumo_gap_ev": 5.973, "spin_multiplicity": 1, "homo_ev": -6.657, "total_charge": 0, "fmax_ev_per_a": 5.13, "molar_mass_g_mol": 1099.54, "elements": ["Hg", "C", "O", "O", "O", "O", "C", "O", "C", "C", "C", "H", "H", "H", "H", "H", "H", "H", "H", "O", "C", "O", "C", "C", "C", "H", "H", "H", "H", "H", "H", "H", "H", "O", "C", "O", "C", "C", "C", "H", "H", "H", "H", "H", "H", "H", "H", "C", "C", "O", "C", "O", "O", "C", "H", "H", "H", "H", "H", "H", "H", "H", "C", "C", "O", "C", "O", "O", "C", "H", "H", "H", "H", "H", "H", "H", "H", "C", "C", "O", "C", "O", "O", "C", "H", "H", "H", "H", "H", "H", "H", "H", "C", "C", "O", "C", "O", "O", "C", "H", "H", "H", "H", "H", "H", "H", "H", "N", "C", "C", "C", "C", "C", "H", "H", "H", "H", "H", "N", "C", "C", "C", "C", "C", "H", "H", "H", "H", "H"], "coordinates": [[0.175, 1.403, 0.667], [1.028, -1.795, -0.682], [1.718, -2.527, -0.153], [-1.558, 1.191, 1.748], [0.236, -0.975, -0.540], [-2.491, -4.414, 3.628], [-2.176, -5.348, 2.866], [-1.444, -6.403, 3.245], [-1.020, -6.582, 4.611], [-0.069, -7.870, 4.655], [-2.715, -5.542, 1.472], [-1.900, -6.793, 5.237], [-0.663, -5.657, 5.027], [0.702, -7.710, 3.916], [-0.529, -8.809, 4.263], [0.411, -8.096, 5.659], [-1.863, -5.428, 0.849], [-3.483, -4.802, 1.313], [-3.089, -6.565, 1.433], [-1.416, -1.312, -4.476], [-2.237, -1.668, -3.641], [-2.674, -2.914, -3.554], [-2.253, -4.019, -4.440], [-3.141, -4.197, -5.682], [-2.901, -0.730, -2.633], [-2.286, -4.910, -3.821], [-1.224, -3.823, -4.699], [-2.858, -5.138, -6.184], [-2.998, -3.326, -6.340], [-4.166, -4.189, -5.329], [-2.277, -0.526, -1.749], [-3.816, -1.189, -2.269], [-3.199, 0.176, -3.157], [0.404, 1.674, 4.232], [-0.514, 1.628, 4.986], [-1.579, 2.489, 4.970], [-1.605, 3.544, 3.999], [-3.090, 3.691, 3.701], [-0.807, 0.561, 6.046], [-1.079, 3.247, 3.074], [-1.120, 4.452, 4.429], [-3.498, 2.708, 3.447], [-3.153, 4.383, 2.883], [-3.520, 4.149, 4.577], [-1.564, -0.090, 5.620], [-1.207, 1.148, 6.850], [0.166, 0.153, 6.263], [-7.054, 1.374, 6.021], [-6.491, 1.084, 4.658], [-5.257, 0.441, 4.728], [-4.903, -0.185, 3.507], [-5.388, 0.033, 2.425], [-3.765, -0.773, 3.800], [-3.100, -1.483, 2.718], [-7.952, 2.012, 5.876], [-6.248, 1.932, 6.607], [-7.293, 0.492, 6.572], [-6.421, 2.037, 4.082], [-7.203, 0.471, 4.127], [-3.090, -0.760, 1.936], [-3.721, -2.317, 2.405], [-2.193, -1.943, 3.101], [4.275, 0.597, 6.131], [5.238, 0.365, 4.981], [4.761, 1.130, 3.809], [3.676, 0.680, 3.152], [3.218, 1.222, 2.189], [3.183, -0.463, 3.648], [2.300, -1.153, 2.704], [4.292, 1.604, 6.573], [4.559, 0.005, 7.009], [3.274, 0.379, 5.798], [5.323, -0.665, 4.699], [6.234, 0.749, 5.275], [1.968, -1.992, 3.297], [2.856, -1.477, 1.791], [1.466, -0.467, 2.436], [-0.247, 5.008, -5.366], [-0.994, 5.418, -4.067], [-0.785, 4.354, -2.999], [-1.610, 4.241, -1.931], [-1.353, 3.439, -1.128], [-2.672, 5.040, -1.844], [-3.734, 4.384, -1.045], [0.826, 4.845, -5.257], [-0.377, 5.932, -5.936], [-0.651, 4.194, -5.901], [-2.056, 5.680, -4.265], [-0.466, 6.326, -3.649], [-3.247, 3.665, -0.416], [-4.480, 3.811, -1.653], [-4.214, 5.181, -0.509], [5.738, 1.781, -5.176], [4.473, 2.655, -5.346], [3.420, 2.445, -4.296], [2.431, 1.626, -4.551], [2.195, 1.172, -5.672], [1.640, 1.424, -3.526], [0.432, 0.787, -3.849], [5.709, 0.703, -5.489], [6.087, 1.901, -4.134], [6.410, 2.376, -5.798], [4.045, 2.504, -6.358], [4.656, 3.724, -5.225], [-0.412, 1.254, -3.391], [0.433, -0.215, -3.412], [0.261, 0.687, -4.921], [2.018, 1.940, -0.157], [2.442, 3.156, 0.047], [3.647, 3.566, -0.351], [4.557, 2.668, -0.792], [4.207, 1.365, -0.913], [2.888, 1.032, -0.601], [1.748, 3.907, 0.429], [3.955, 4.593, -0.114], [5.551, 2.975, -1.055], [4.946, 0.658, -1.245], [2.541, 0.037, -0.665], [5.031, -2.321, -6.491], [5.176, -3.112, -5.425], [4.162, -3.294, -4.469], [2.926, -2.724, -4.643], [2.723, -1.984, -5.764], [3.805, -1.803, -6.657], [6.128, -3.625, -5.318], [4.331, -3.942, -3.622], [2.147, -2.908, -3.932], [1.779, -1.570, -6.011], [3.637, -1.134, -7.510]]}



(2)
{"formula": "CH4NO2S", "method": "ωB97M-V with the def2-TZVPD basis set", "homo_lumo_gap_ev": [7.900, 6.955], "spin_multiplicity": 1, "homo_ev": [-3.827, -2.892], "total_charge": -1, "fmax_ev_per_a": 3.75, "molar_mass_g_mol": 94.11, "elements": ["C", "N", "O", "O", "S", "H", "H", "H", "H"], "coordinates": [[-0.703, -0.316, 0.365], [2.152, 1.572, -0.370], [2.837, -0.171, 1.221], [1.354, 1.794, 1.900], [1.826, 0.858, 0.905], [-0.884, -1.021, -0.410], [-0.815, -0.572, 1.377], [-1.203, 0.620, 0.309], [2.548, 0.920, -1.122]]}



(3)
{"formula": "C8H18NO2PS", "method": "ωB97M-V with the def2-TZVPD basis set", "homo_lumo_gap_ev": 9.252, "spin_multiplicity": 1, "smiles": "CC1(C)C[C@](C)(O)P(S)O1.C=NC", "homo_ev": -8.521, "total_charge": 0, "fmax_ev_per_a": 3.61, "molar_mass_g_mol": 223.28, "elements": ["C", "C", "C", "C", "C", "C", "O", "P", "S", "O", "H", "H", "H", "H", "H", "H", "H", "H", "H", "H", "H", "H", "H", "C", "N", "C", "H", "H", "H", "H", "H"], "coordinates": [[3.780, 1.003, 0.125], [2.345, 0.720, -0.451], [2.442, 1.183, -1.936], [1.896, -0.669, -0.186], [0.314, -0.620, -0.443], [-0.299, -1.804, 0.242], [0.055, -0.656, -1.798], [-0.081, 1.022, 0.367], [-0.986, 1.887, -1.375], [1.444, 1.523, 0.239], [3.960, 2.151, 0.297], [4.633, 0.560, -0.412], [3.802, 0.598, 1.075], [3.254, 0.559, -2.458], [2.799, 2.176, -1.964], [1.510, 1.252, -2.516], [2.277, -1.443, -0.915], [2.031, -0.948, 0.944], [0.398, -2.618, 0.133], [-1.097, -2.300, -0.210], [-0.679, -1.608, 1.212], [-0.573, -1.312, -1.974], [-1.871, 2.402, -0.551], [-4.633, 0.059, 0.494], [-3.535, -0.223, 1.033], [-3.354, -0.804, 2.372], [-5.658, 0.135, 1.032], [-4.486, 0.494, -0.481], [-3.157, -1.804, 2.152], [-2.375, -0.359, 2.855], [-4.154, -0.557, 3.096]]}



(4)
{"formula": "C2H9OS", "method": "ωB97M-V with the def2-TZVPD basis set", "homo_lumo_gap_ev": 12.167, "spin_multiplicity": 1, "homo_ev": -15.690, "total_charge": 1, "fmax_ev_per_a": 0.82, "molar_mass_g_mol": 81.16, "elements": ["O", "H", "H", "H", "C", "S", "C", "H", "H", "H", "H", "H", "H"], "coordinates": [[-1.635, 0.678, 2.087], [-2.394, 0.179, 2.413], [-1.424, 1.265, 2.822], [-1.181, 0.091, -0.641], [0.640, 0.149, -2.109], [-0.177, -0.783, -0.835], [0.817, -0.659, 0.642], [-0.146, 0.521, -2.744], [1.187, 1.012, -1.724], [1.283, -0.503, -2.672], [0.215, -0.311, 1.486], [1.637, 0.027, 0.419], [1.177, -1.666, 0.855]]}



(5)
{"formula": "C20H33BaF6NO4S2Si", "method": "ωB97M-V with the def2-TZVPD basis set", "homo_lumo_gap_ev": 6.142, "spin_multiplicity": 1, "homo_ev": -6.446, "total_charge": 0, "fmax_ev_per_a": 2.05, "molar_mass_g_mol": 695.02, "elements": ["Ba", "C", "C", "C", "C", "C", "C", "H", "H", "H", "H", "H", "H", "F", "C", "F", "F", "S", "O", "O", "N", "S", "O", "O", "C", "F", "F", "F", "C", "C", "C", "C", "Si", "C", "C", "C", "C", "C", "C", "C", "C", "H", "H", "H", "H", "H", "H", "H", "H", "H", "H", "H", "H", "H", "H", "H", "H", "H", "H", "H", "H", "H", "H", "H", "H", "H", "H", "H"], "coordinates": [[-0.315, -1.762, 0.539], [-0.976, 2.733, 0.214], [-0.210, 2.765, 1.373], [1.170, 2.621, 1.296], [1.783, 2.461, 0.063], [1.019, 2.427, -1.097], [-0.362, 2.559, -1.021], [-2.052, 2.848, 0.272], [-0.689, 2.900, 2.335], [1.771, 2.632, 2.197], [2.858, 2.359, 0.008], [1.502, 2.291, -2.056], [-0.959, 2.535, -1.924], [-2.813, -6.049, 3.075], [-3.305, -4.873, 2.706], [-4.265, -5.054, 1.822], [-3.775, -4.241, 3.766], [-1.927, -3.886, 1.934], [-2.193, -3.805, 0.516], [-0.654, -4.434, 2.287], [-2.006, -2.371, 2.602], [-3.181, -1.406, 1.979], [-4.452, -2.045, 1.892], [-2.711, -0.661, 0.839], [-3.251, -0.154, 3.328], [-3.621, -0.716, 4.464], [-4.133, 0.771, 2.976], [-2.056, 0.416, 3.481], [3.674, -3.624, 1.156], [4.023, -2.430, 0.255], [4.027, -1.207, 1.189], [5.454, -2.642, -0.257], [2.610, -2.208, -1.108], [3.305, -1.041, -2.533], [3.937, 0.204, -1.905], [4.339, -1.658, -3.483], [2.124, -0.538, -3.380], [2.278, -3.976, -1.927], [3.504, -4.842, -2.242], [1.491, -3.789, -3.232], [1.346, -4.784, -1.006], [4.358, -3.654, 2.013], [3.760, -4.577, 0.636], [2.656, -3.546, 1.555], [4.732, -1.370, 2.014], [3.037, -1.045, 1.631], [4.315, -0.288, 0.682], [6.129, -2.839, 0.587], [5.836, -1.764, -0.777], [5.522, -3.491, -0.938], [4.885, -0.015, -1.416], [3.266, 0.647, -1.171], [4.134, 0.955, -2.682], [5.214, -2.028, -2.948], [4.683, -0.901, -4.200], [3.926, -2.485, -4.062], [1.345, -0.104, -2.747], [1.668, -1.327, -3.976], [2.469, 0.241, -4.074], [4.206, -4.329, -2.901], [3.192, -5.767, -2.746], [4.042, -5.131, -1.339], [2.101, -3.358, -4.025], [0.620, -3.140, -3.084], [1.124, -4.759, -3.589], [1.761, -4.968, -0.016], [1.119, -5.757, -1.458], [0.378, -4.277, -0.881]]}



(6)
{"formula": "C4H12N3", "method": "ωB97M-V with the def2-TZVPD basis set", "homo_lumo_gap_ev": 8.647, "spin_multiplicity": 1, "homo_ev": -11.865, "total_charge": 1, "fmax_ev_per_a": 4.79, "molar_mass_g_mol": 102.16, "elements": ["C", "C", "C", "C", "N", "N", "N", "H", "H", "H", "H", "H", "H", "H", "H", "H", "H", "H", "H"], "coordinates": [[-0.493, 1.616, 0.146], [1.057, -0.095, -1.372], [0.027, -0.767, 0.655], [-1.242, -1.406, 0.166], [1.150, -0.478, -0.070], [0.466, -1.006, 1.974], [0.041, 1.539, -1.151], [-1.456, 1.374, 0.160], [-0.138, 2.272, 0.828], [1.933, 0.194, -1.969], [0.460, -0.676, -2.122], [-0.970, -2.508, 0.028], [-1.560, -0.756, -0.650], [-1.891, -1.278, 0.913], [1.906, -0.230, 0.548], [-0.089, -1.420, 2.667], [0.760, -0.134, 2.433], [-0.632, 1.446, -1.883], [0.672, 2.314, -1.304]]}